Entry 1:
ORCA calculation (wB97M-V/def2-TZVPD) on a single C18H19N3O2 molecule at a distorted geometry.

Summary:
SMILES string	C/C(Cc1ccccc1)=N\NC(=O)CNC(=O)c1ccccc1
E_HOMO	-9.153	eV
E_tot	-27539.961	eV
relative energy (zero: lowest compared OMol25 entry of this formula, charge and spin)	148.27	kJ/mol
net charge	0

The geometry in XYZ format:
```
42
Properties=species:S:1:pos:R:3:mulliken_charge:R:1
C -3.733 -0.862 -0.421 -1.5346
C -2.606 -1.077 -1.396 1.0059
N -1.378 -1.180 -1.104 -0.5905
N -0.947 -1.117 0.179 0.1209
C 0.378 -1.195 0.476 0.5850
O 1.265 -1.316 -0.334 -0.6205
C 0.650 -1.139 1.979 -0.8532
N 2.069 -1.038 2.192 -0.1564
C 2.575 -0.213 3.143 0.4265
O 1.860 0.354 3.950 -0.6660
C 4.058 -0.075 3.143 0.3884
C 4.601 1.087 3.685 -0.4211
C 5.970 1.272 3.715 -0.5027
C 6.811 0.291 3.215 -0.3651
C 6.279 -0.876 2.692 -0.6268
C 4.909 -1.062 2.652 -0.3154
H 4.508 -1.986 2.262 0.4207
H 6.935 -1.646 2.315 0.3816
H 7.882 0.432 3.239 0.3765
H 6.383 2.179 4.130 0.3832
H 3.928 1.834 4.078 0.4164
H 2.625 -1.302 1.388 0.3308
H 0.254 -2.051 2.446 0.2193
H 0.165 -0.274 2.447 0.4059
H -1.615 -0.994 0.938 0.3274
C -2.955 -1.131 -2.855 -1.2252
C -3.426 0.231 -3.301 0.4628
C -4.741 0.454 -3.681 -0.3199
C -5.156 1.719 -4.064 -0.5242
C -4.259 2.772 -4.066 -0.3765
C -2.944 2.557 -3.685 -0.6268
C -2.531 1.294 -3.304 -0.3520
H -1.508 1.119 -3.004 0.4444
H -2.241 3.376 -3.686 0.3810
H -4.583 3.759 -4.364 0.3758
H -6.182 1.880 -4.362 0.3669
H -5.447 -0.365 -3.686 0.3574
H -2.062 -1.419 -3.411 0.3088
H -3.739 -1.872 -3.018 0.4515
H -4.669 -0.729 -0.954 0.3451
H -3.555 0.027 0.185 0.3918
H -3.830 -1.720 0.247 0.4027
```


Entry 2:
ORCA calculation (wB97M-V/def2-TZVPD) on 2 unconnected molecules or ions with the total composition C3H12N2.

Summary:
SMILES string	CCN.CN
E_HOMO	-8.964	eV
E_tot	-6285.279	eV
relative energy (zero: lowest compared OMol25 entry of this formula, charge and spin)	30.38	kJ/mol
net charge	0

The geometry in XYZ format:
```
17
Properties=species:S:1:pos:R:3:mulliken_charge:R:1
C 2.391 -0.107 -0.163 -0.5801
N 2.348 1.219 0.425 -0.5024
H 3.006 -0.105 -1.054 0.3175
H 1.391 -0.416 -0.485 0.1237
H 2.773 -0.920 0.473 0.2393
H 1.798 1.245 1.271 0.1843
H 3.266 1.583 0.636 0.2069
C -1.789 0.611 0.683 -1.0584
C -1.561 -0.819 0.229 -0.1370
N -1.485 -0.932 -1.223 -0.5494
H -2.821 0.788 0.995 0.3195
H -1.106 0.853 1.501 0.2253
H -1.562 1.301 -0.138 0.3705
H -0.627 -1.178 0.654 0.1771
H -2.333 -1.477 0.631 0.2960
H -1.620 -1.878 -1.541 0.1896
H -2.061 -0.285 -1.735 0.1778
```


Entry 3:
ORCA calculation (wB97M-V/def2-TZVPD) on a single C21H22N6O molecule at a distorted geometry.

Summary:
SMILES string	CN(Cc1cccc(-c2cnc(N3Cc4cccnc4C3)nc2)c1)C(=O)CN
E_HOMO	-8.269	eV
E_tot	-33120.499	eV
relative energy (zero: lowest compared OMol25 entry of this formula, charge and spin)	170.98	kJ/mol
net charge	0

The geometry in XYZ format:
```
50
Properties=species:S:1:pos:R:3:mulliken_charge:R:1
O 2.184 -0.787 3.943 -0.6110
N -1.442 0.813 -2.805 -0.6355
N 0.836 0.576 -2.130 -0.4185
N 1.806 -3.747 -4.444 -0.6824
C 1.461 0.181 3.984 0.7119
C -0.211 0.383 -2.949 0.3934
C 1.126 -4.904 -4.639 -0.3456
C -1.608 1.495 -1.723 -0.4020
C 0.599 1.081 -0.960 -0.5884
C 1.017 -2.610 -4.349 0.4675
C -0.234 -5.066 -4.639 -0.4403
C -1.859 4.009 1.952 -0.5247
C -1.437 3.489 0.718 -0.7403
C -1.736 3.265 3.158 -0.9328
C -0.784 1.476 1.799 0.2087
C -1.035 -3.953 -4.554 -0.8009
C -0.699 1.584 -0.675 0.0129
C -0.988 2.200 0.619 0.5170
C -1.138 2.029 3.075 0.5408
C -0.353 -2.734 -4.528 0.7308
N 3.483 1.679 3.215 -0.5535
N 0.057 0.120 4.211 0.1789
N 0.091 -0.483 -3.959 0.0526
C -0.568 -1.144 4.199 -1.0254
C 2.191 1.571 3.976 -0.6787
C -0.813 1.279 4.423 -1.4196
C 1.442 -1.191 -4.091 -0.5437
C -1.004 -1.424 -4.392 -0.7014
H 1.632 -5.800 -4.666 0.4365
H -2.629 1.827 -1.653 0.5313
H 1.363 1.091 -0.204 0.6469
H -0.582 -6.008 -4.824 0.4659
H -2.243 5.062 2.176 0.2502
H -1.600 4.018 -0.223 0.4791
H -1.926 3.769 4.057 0.4610
H -0.478 0.426 1.775 0.5340
H -2.073 -4.129 -4.567 0.4492
H 4.218 0.986 3.522 0.2785
H 3.349 1.643 2.226 0.2308
H -0.748 -1.596 3.198 0.2872
H 0.057 -1.856 4.758 0.3742
H -1.503 -1.280 4.761 0.3386
H 2.433 1.732 4.962 0.3327
H 1.410 2.295 3.653 0.2762
H -1.734 0.974 4.902 0.4761
H -0.342 2.035 5.109 0.3588
H 2.001 -0.766 -4.971 0.1936
H 2.211 -1.092 -3.259 0.2531
H -1.323 -1.070 -5.435 0.1858
H -1.875 -1.446 -3.730 0.3904
```


Entry 4:
ORCA calculation (wB97M-V/def2-TZVPD) on a molecular structure, C2H3NO8S2 at a distorted geometry.

Summary:
E_HOMO	-1.875	eV
E_tot	-41659.164	eV
relative energy (zero: lowest compared OMol25 entry of this formula, charge and spin)	0.00	kJ/mol
net charge	-2

The geometry in XYZ format:
```
16
Properties=species:S:1:pos:R:3:mulliken_charge:R:1
C 1.483 0.265 -1.603 0.1023
C -0.907 -1.088 0.141 -0.8860
N -1.575 -1.465 -0.886 0.9167
O -2.862 -1.066 -0.973 -0.5612
O -3.408 -0.167 1.414 -0.5824
O 0.600 -3.163 0.578 -0.6834
O -1.219 -2.250 -1.708 -0.6971
O 2.559 0.834 -1.835 -0.6958
O -5.087 0.379 -0.205 -0.5664
O 1.073 -1.196 1.773 -0.7363
O 1.635 -1.257 -0.620 -0.4965
S -3.665 0.342 0.075 0.6285
S 0.714 -1.730 0.473 1.3095
H 1.217 -0.237 -2.494 0.1745
H 0.661 0.584 -0.992 0.1241
H -1.502 -0.780 0.939 0.6495
```


In order of appearance, molecular weight = 309.4 76.1 374.4 233.2 g mol⁻¹.